1.
52
Properties=species:S:1:pos:R:3:forces:R:3 method="wB97M-V/def2-TZVPD" gap_ev=3.27 total_charge=-1 spin_multiplicity=1
Li -0.55329 0.29116 -1.63179 -0.03 0.53 0.04
In 3.31919 0.81027 -2.41359 -0.95 -0.13 1.60
C -3.44978 -3.06112 -4.68643 1.20 0.75 0.32
C -2.91049 -4.10204 -3.88304 -0.64 -1.70 -0.11
C -2.09018 -3.77049 -2.67297 0.73 -1.15 1.74
O -1.66684 -4.60772 -1.87953 -0.58 -0.18 -1.03
C -1.77080 -2.42925 -2.37858 0.09 1.45 -1.61
C -2.21638 -1.34195 -3.24874 -0.78 -0.16 0.93
C -3.19671 -1.66893 -4.39650 0.12 0.34 -0.12
O -3.68868 -0.77062 -5.04078 0.01 0.13 0.02
O -1.98134 -0.18675 -2.94319 0.31 -0.13 -0.56
O -3.16944 -5.27316 -4.13523 0.30 0.37 0.11
H -3.90866 -3.34048 -5.62514 -0.37 0.07 0.11
H -1.10637 -2.19334 -1.54932 -0.04 -0.10 0.20
P 1.03741 0.18467 0.18774 0.44 -1.13 -2.54
O 1.11044 -0.52670 -1.22179 0.20 -0.33 -0.38
O 1.82296 -0.60212 1.25556 -0.60 1.48 -1.18
O -0.50964 0.23306 0.41972 0.50 -0.01 0.59
O 1.57917 1.57811 -0.20186 0.22 -0.22 1.00
O 0.19694 3.73641 0.12982 0.21 0.28 -0.10
H 0.20274 4.03462 1.04496 -0.08 -0.08 0.04
H 0.71892 2.88713 0.14270 -0.14 -0.07 0.03
O -1.75139 2.08280 -0.99255 -0.23 -0.12 -0.76
H -1.26473 2.86845 -0.68767 0.12 -0.09 0.15
H -1.53818 1.40533 -0.33202 -0.01 0.36 0.56
O 1.62948 1.10929 3.38125 0.08 0.02 0.02
H 1.74791 0.58679 2.55940 -0.11 0.03 0.75
H 0.71048 1.40911 3.34101 -0.02 0.12 -0.12
O -2.11237 -1.71696 1.02124 0.05 0.24 0.20
H -2.42302 -1.98241 0.15601 -0.11 -0.09 0.01
H -1.47383 -0.96453 0.85695 -0.33 -0.33 -0.08
O 4.23311 -0.59650 0.04147 0.21 0.06 -0.67
H 4.85940 -0.89900 0.70563 0.02 0.12 0.05
H 3.36578 -0.63483 0.49024 -0.08 -0.07 0.11
O 3.32111 2.60248 1.62020 0.19 0.12 -0.19
H 2.68666 2.16172 1.01389 0.37 0.28 0.20
H 3.15806 2.18838 2.47686 -0.21 0.04 0.02
O 0.46676 -2.58201 2.27747 0.66 -0.08 0.10
H 1.10908 -1.92398 1.90060 -0.96 -0.59 0.27
H -0.40342 -2.26822 2.01836 -0.12 -0.07 -0.09
O 2.63052 3.83079 -1.54914 0.14 0.06 -0.39
H 3.20739 4.54091 -1.25593 0.04 -0.06 0.09
H 1.85903 3.88103 -0.96103 -0.01 -0.04 0.04
O 3.55152 -1.23855 3.16476 0.20 -0.21 -0.30
H 3.12163 -1.90744 3.70423 -0.09 0.04 0.01
H 2.90149 -1.04595 2.45513 0.38 -0.05 0.63
C -2.17760 1.61201 3.12179 0.51 -0.78 0.32
O -0.96313 1.83832 2.44763 0.25 0.43 -0.03
H -2.08408 0.70444 3.73256 -0.28 -0.13 -0.13
H -2.33447 2.41049 3.84757 -0.17 0.26 -0.34
H -3.00838 1.49342 2.42278 -0.16 0.18 0.14
H -0.79397 1.15389 1.74932 -0.44 0.32 0.33

2.
17
Properties=species:S:1:pos:R:3:forces:R:3 method="wB97M-V/def2-TZVPD" gap_ev=10.25 smiles=C#CC1(CC)CC1 spin_multiplicity=1 de_lowest_kcal_mol=69.9
C -1.69285 2.28594 0.44642 0.61 0.09 -0.06
C -1.04858 1.27327 0.31433 0.71 0.14 -0.13
C -0.42562 -0.04731 0.15190 0.03 -0.03 0.02
C 1.07605 -0.44171 0.48344 -0.25 0.02 0.20
C 2.23336 0.39037 -0.13263 -0.31 0.16 0.04
C -0.92560 -0.84643 -1.02230 -0.04 -0.08 -0.39
C -1.56846 -1.08377 0.29854 0.13 -0.27 0.13
H -2.10496 3.27554 0.53184 -0.01 -0.52 -0.01
H 1.23418 -1.46231 0.09714 -0.44 0.22 0.28
H 1.25127 -0.50617 1.56029 -0.18 0.15 0.03
H 2.23400 0.39924 -1.22986 -0.28 0.02 0.20
H 3.22508 -0.00745 0.15515 -0.61 -0.02 0.09
H 2.19347 1.42123 0.22221 0.00 0.04 -0.11
H -1.43980 -0.26900 -1.77799 -0.30 -0.36 -0.05
H -0.27109 -1.63590 -1.36875 0.10 0.28 -0.24
H -1.34471 -1.94073 0.91869 0.17 -0.34 -0.40
H -2.62574 -0.80481 0.35157 0.67 0.50 0.41

3.
76
Properties=species:S:1:pos:R:3:forces:R:3 method="wB97M-V/def2-TZVPD" gap_ev=10.21 smiles="C[N+](=O)[O-].C[N+](=O)[O-].C[N+](=O)[O-].C[N+](=O)[O-].BrCCBr.BrCCBr.BrCCBr.BrCCBr.BrCCBr.BrCCBr" spin_multiplicity=1 de_lowest_kcal_mol=18.3
C 2.12054 -4.27321 0.38851 0.93 0.82 0.56
N 3.41942 -3.73101 1.02300 -1.02 -0.43 0.13
O 3.63005 -3.92079 2.21559 -0.27 0.23 -1.36
O 4.14777 -3.13680 0.24987 -0.01 -0.03 0.66
H 2.12232 -3.99017 -0.65458 0.16 -0.23 -0.09
H 1.27229 -3.86034 0.88580 -0.29 0.80 0.49
H 2.05461 -5.30967 0.60120 0.38 -1.08 -0.16
C -1.87265 4.57201 0.05148 -0.12 1.18 -0.64
N -0.43189 4.25603 -0.08775 -0.97 0.14 0.30
O -0.08463 3.12296 -0.36075 0.15 0.38 0.06
O 0.27156 5.22230 0.09062 1.00 -0.07 -0.22
H -2.03120 5.23522 0.90260 0.30 -0.18 -0.10
H -2.44665 3.70071 0.10680 -0.64 -1.45 0.20
H -2.15198 5.10295 -0.86783 0.16 -0.06 0.24
C -3.24502 -1.32725 -3.52731 0.32 0.32 0.95
N -4.20704 -0.82886 -2.50337 0.73 -0.07 -1.50
O -4.69584 0.24128 -2.71012 -0.87 1.22 -0.02
O -4.35020 -1.48307 -1.51698 -0.45 -1.15 1.54
H -3.41392 -2.37761 -3.71740 -0.06 -0.06 -0.05
H -2.31039 -1.16661 -2.98742 0.28 -0.28 -0.41
H -3.31591 -0.66229 -4.36472 -0.02 0.02 -0.47
C 5.56416 -2.86270 -2.32790 0.36 -0.04 0.08
N 4.21186 -3.04724 -2.93729 0.22 1.67 -0.37
O 3.74339 -4.12804 -2.94753 -0.61 -3.18 0.53
O 3.62079 -2.10708 -3.43735 0.62 1.03 0.29
H 5.53933 -3.12499 -1.25452 -0.20 0.33 -0.81
H 5.84307 -1.84232 -2.53709 0.08 0.25 0.27
H 6.26498 -3.53294 -2.82945 -0.33 -0.04 -0.08
Br 0.49252 -1.50093 5.05390 -1.25 0.88 -1.03
C 1.99826 -2.40759 5.68838 1.54 -0.46 -0.27
C 3.28802 -1.67783 5.32566 -0.39 0.29 -1.05
Br 4.93160 -2.56357 5.86614 -0.33 -0.10 0.18
H 1.95750 -3.42451 5.34242 0.09 -0.34 -0.14
H 1.83022 -2.35357 6.72554 0.26 -0.39 1.36
H 3.23584 -0.72755 5.84583 0.38 0.20 -0.18
H 3.40758 -1.52731 4.22378 -0.29 -0.09 1.01
Br 0.61866 0.19147 -3.54359 0.03 -0.12 0.08
C 0.46801 -0.27870 -1.67160 -0.20 0.51 1.05
C 1.79181 -0.00229 -0.96475 -0.89 -0.10 -0.97
Br 1.56202 -0.30486 0.93712 0.17 -0.17 -0.14
H 0.24625 -1.32409 -1.59846 -0.17 -0.40 -0.25
H -0.36656 0.27935 -1.20649 0.47 -0.09 -0.48
H 2.04786 1.02484 -1.12085 0.34 0.57 0.24
H 2.52812 -0.64228 -1.43860 0.39 -0.14 0.54
Br -7.53210 1.32579 0.84518 -0.25 -0.50 0.41
C -5.61087 1.44586 0.67041 0.47 2.27 0.34
C -4.76083 0.31212 1.18270 0.56 1.07 0.03
Br -2.92405 0.72401 0.44248 -0.58 -0.07 0.63
H -5.33061 2.37446 1.27275 -0.38 -1.15 -0.99
H -5.52426 1.67814 -0.40246 0.50 -0.43 0.55
H -4.96839 -0.62042 0.74270 -0.41 -1.11 -0.40
H -4.71725 0.27073 2.28314 0.18 0.00 -0.62
Br -3.28857 -2.95551 3.14458 -0.96 0.15 0.73
C -2.03925 -2.63682 1.74904 0.40 -0.17 -0.09
C -2.49052 -3.35446 0.52559 -0.62 -0.17 -0.04
Br -1.09406 -3.44059 -0.74944 1.06 -0.27 -0.89
H -1.16418 -3.12680 2.14593 0.65 0.54 -0.08
H -1.98314 -1.56395 1.54331 0.45 -0.34 0.40
H -3.19259 -2.74056 -0.01183 -0.86 -0.36 0.12
H -2.78189 -4.39117 0.71955 -0.26 0.45 -0.10
Br -2.71108 2.87969 -3.74626 0.43 -0.27 0.39
C -1.33391 2.67110 -5.10500 0.86 0.16 -1.44
C -0.06167 3.47791 -4.77545 -1.29 0.10 -0.86
Br 1.32798 3.56016 -6.17863 -0.86 -0.21 0.41
H -1.89713 3.13989 -5.97147 1.23 -1.12 0.64
H -0.97646 1.61777 -5.19956 -1.23 0.69 -0.20
H 0.43279 3.13730 -3.91352 0.55 -0.64 1.01
H -0.43653 4.44884 -4.59446 0.27 1.41 0.05
Br 0.01806 4.96196 4.32206 0.64 -0.25 -0.26
C 1.89390 4.61591 3.77278 -1.03 -1.34 -0.02
C 1.97613 3.89801 2.44791 0.86 -0.18 0.04
Br 3.94776 3.92085 1.98320 -1.02 -0.31 0.19
H 2.38606 4.05888 4.53242 -0.16 -0.97 0.80
H 2.40315 5.51842 3.85508 0.48 1.90 -0.69
H 1.53482 4.43194 1.63811 -0.21 0.47 -0.37
H 1.59219 2.85948 2.41860 0.54 0.56 0.36

4.
10
Properties=species:S:1:pos:R:3:forces:R:3 method="wB97M-V/def2-TZVPD" gap_ev="8.73 / 7.73" spin_multiplicity=1 de_lowest_kcal_mol=83.8
C -0.69432 0.58634 -0.43880 1.05 0.08 1.32
C -0.06730 0.17922 0.86677 -1.18 -0.56 0.31
C 1.18464 -0.46148 0.32150 -1.40 -0.19 -0.17
O 1.11436 -1.72566 -0.28729 -2.70 2.47 2.58
Cl 2.55484 0.59273 0.09518 -0.32 -0.78 -0.23
H -1.21831 -0.22258 -0.87604 -0.46 -0.39 -0.71
H -0.35778 1.38887 -1.03455 0.37 0.75 -0.50
H 0.03020 0.83723 1.76199 0.45 0.04 -1.18
H -0.83620 -0.52771 1.19679 0.85 -0.66 0.40
H 1.90920 -1.87126 -0.69211 3.33 -0.76 -1.82

5.
58
Properties=species:S:1:pos:R:3:forces:R:3 method="wB97M-V/def2-TZVPD" gap_ev=6.66 total_charge=-1 spin_multiplicity=1
C 0.84050 -1.98370 4.44774 -0.82 0.02 -0.16
C 0.08591 -0.61416 4.97855 0.49 -0.89 2.17
N 0.23159 0.57941 4.06285 -1.25 -0.91 -0.21
C -0.32122 0.34068 2.67742 0.24 0.62 0.08
N 0.82883 -0.10060 1.80044 0.50 0.54 -0.33
P 0.45152 -0.02362 0.06014 -1.76 -0.67 -0.16
C 0.41732 -1.88633 -0.50378 0.97 -1.20 -0.14
C 1.86157 -2.41579 -1.07511 -0.04 -1.57 -0.10
C 1.78924 0.91209 -0.93167 1.45 0.63 -0.75
C 2.48556 2.17194 -0.14763 0.47 0.73 -0.87
P -0.88381 2.09134 2.03337 -1.62 -0.13 0.01
S -2.57791 2.05122 1.07759 -0.04 0.27 -0.03
C -1.65816 -0.60309 2.60664 -6.82 -2.90 1.15
O -1.83979 -1.68165 1.84072 2.46 5.13 2.94
O -2.80427 -0.22056 3.48898 6.77 -0.91 -3.77
H 1.83468 -1.69129 3.90436 -1.94 -0.64 0.99
H 1.08006 -2.71508 5.35814 -0.57 1.72 -1.88
H 0.10081 -2.55581 3.70601 1.83 1.30 1.48
H 0.64478 -0.31997 5.99211 -1.06 -0.42 -2.13
H -1.03876 -0.82823 5.31656 2.31 0.38 -1.22
H -0.29578 1.37124 4.50251 0.47 -1.20 -0.58
H 1.65546 0.49849 2.01813 -0.93 -0.79 0.12
H 0.14817 -2.59527 0.41800 0.29 2.15 -1.88
H -0.42832 -2.03600 -1.32244 1.80 0.51 1.79
H 2.00084 -3.52585 -0.65831 -0.17 2.28 -0.94
H 1.88119 -2.54169 -2.26188 0.02 0.69 2.75
H 2.79651 -1.81746 -0.67674 -1.97 -1.07 -0.97
H 1.23353 1.37868 -1.87968 1.05 -1.17 2.13
H 2.65292 0.24828 -1.35958 -1.54 1.09 0.83
H 1.77307 3.12593 -0.14947 1.51 -2.19 0.26
H 2.88231 1.93442 0.92774 -0.96 0.41 -2.00
H 3.43839 2.49400 -0.78387 -1.98 -0.66 1.36
H -0.99993 2.97550 3.20084 0.61 -0.70 -0.72
H 0.08329 2.71000 1.16354 0.09 -0.56 1.01
F -2.06031 5.72160 -0.77678 0.22 0.04 -0.07
C -3.36428 5.88065 -0.51413 -1.14 0.05 0.25
C -3.89804 7.16313 -0.45093 0.09 0.02 -0.01
C -5.25673 7.32903 -0.18256 0.03 -0.45 0.02
C -6.06508 6.20969 0.03062 0.06 0.08 -0.01
C -5.51892 4.92674 -0.02991 0.21 0.45 -0.09
C -4.16265 4.76084 -0.30932 -0.01 -0.07 -0.19
H -3.25312 8.02099 -0.61097 -0.02 -0.09 0.00
H -5.68532 8.32720 -0.13872 0.11 -0.15 0.00
H -7.12385 6.33973 0.24433 0.18 -0.02 -0.03
H -6.14919 4.05723 0.14043 0.18 0.12 -0.03
H -3.72348 3.77054 -0.36893 0.03 0.21 0.07
F 3.76763 -3.17334 -3.35173 0.22 0.02 -0.12
C 3.38299 -4.37873 -3.79186 -0.26 -0.87 -0.30
C 3.45018 -5.47294 -2.93639 0.03 0.01 0.05
C 3.04494 -6.72722 -3.39263 -0.04 0.32 -0.38
C 2.58685 -6.87539 -4.70411 0.03 0.02 0.04
C 2.52791 -5.77196 -5.55669 0.12 -0.06 0.41
C 2.92263 -4.51592 -5.09669 0.02 0.06 0.01
H 3.81656 -5.34030 -1.92367 -0.07 0.06 -0.11
H 3.08626 -7.58754 -2.72923 0.01 0.19 -0.09
H 2.27510 -7.85471 -5.06092 0.05 0.19 0.06
H 2.17491 -5.89049 -6.57828 0.05 0.06 0.19
H 2.87490 -3.64589 -5.74314 0.02 -0.05 0.10

For the records above, the corresponding energy values read -59175.9076; -7418.0015; -880014.9913; -17758.1428; -63129.2287 eV.
For the records above, the corresponding max |F| values read 2.81; 0.94; 3.28; 4.48; 7.80 eV/A.